1.
One molecule with the formula C2H3NO2 at a distorted geometry. Source: the OMol25 dataset; level of theory: ωB97M-V/def2-TZVPD.

Geometry as XYZ:
```
8
Properties=species:S:1:pos:R:3:mulliken_charge:R:1
C -1.680 -0.252 -0.034 -0.2461
C 1.701 0.246 -0.004 0.1693
H -2.437 -1.047 -0.020 0.2827
H -1.907 0.814 -0.096 0.2974
H 2.223 1.184 0.085 0.3206
N -0.465 -0.629 0.078 -0.3254
O 0.354 0.508 0.015 -0.0897
O 2.211 -0.825 -0.024 -0.4087
```

strongest force on any atom: 0.023 hartree/bohr
energy above the lowest of the compared OMol25 structures with the same formula, charge and spin: 53.28 kcal/mol
orbital gap: 0.432 Eh
total energy: -283.17310 a.u.
HOMO energy: -10.90 eV
structure (SMILES): C=NOC=O

2.
C17H17AgN2O5PS as an isolated structure at a distorted geometry. Source: the OMol25 dataset; level of theory: ωB97M-V/def2-TZVPD.

Geometry as XYZ:
```
44
Properties=species:S:1:pos:R:3:mulliken_spin:R:1
C 2.026 2.371 0.967 -0.0004
S 1.497 2.337 -0.760 0.0003
O 0.908 3.574 -1.161 -0.0006
O 2.680 2.089 -1.529 -0.0001
C 0.356 0.941 -1.085 -0.0250
N 0.942 -0.124 -1.559 0.0608
C 0.105 -1.155 -1.813 0.1071
C 0.660 -2.378 -2.301 0.2106
P 2.488 -2.569 -2.540 -0.0034
O 2.742 -3.752 -3.347 0.0530
O 3.167 -1.233 -3.056 -0.0013
O 3.085 -2.830 -1.045 0.0062
C -0.145 -3.502 -2.625 0.0571
C -1.509 -3.381 -2.456 0.0575
C -2.073 -2.211 -1.953 0.2717
C -1.268 -1.046 -1.607 0.1070
N -1.909 0.026 -1.121 0.0433
C -1.058 1.015 -0.846 0.0312
C -1.662 2.284 -0.247 0.0106
C -2.701 1.822 0.848 0.0064
C -1.899 1.046 1.892 0.0091
C -1.085 1.708 2.808 -0.0010
C -0.325 1.015 3.727 0.0016
C -0.342 -0.367 3.786 0.0002
C -1.149 -1.045 2.887 0.0007
C -1.904 -0.339 1.972 0.0005
H 1.259 2.699 1.677 0.0003
H 2.849 3.150 0.991 0.0000
H 2.457 1.392 1.221 -0.0002
H 4.057 -1.212 -2.661 -0.0001
H 2.365 -2.781 -0.398 -0.0007
H 0.324 -4.404 -3.018 -0.0047
H -2.122 -4.237 -2.737 0.0058
H -3.159 -2.193 -1.848 -0.0045
H -2.194 2.856 -1.020 0.0045
H -0.928 2.878 0.297 0.0010
H -3.517 1.232 0.427 0.0000
H -3.106 2.719 1.333 0.0002
H -1.059 2.802 2.791 0.0001
H 0.332 1.521 4.437 0.0000
H 0.237 -0.944 4.502 0.0000
H -1.206 -2.133 2.847 0.0001
H -2.531 -0.859 1.244 -0.0047
Ag 4.316 3.215 2.082 -0.0003
```

strongest force on any atom: 0.069 hartree/bohr
charge: +2
orbital gap (spin up / spin down): 0.207 / 0.142 Eh
total energy: -2029.55032 a.u.
HOMO energy (spin up / spin down): -14.62 / -14.62 eV
spin multiplicity: 2

3.
C46H75FeN5O4P2Si as an isolated structure at a distorted geometry. Source: the OMol25 dataset; level of theory: ωB97M-V/def2-TZVPD.

Geometry as XYZ:
```
134
Properties=species:S:1:pos:R:3:mulliken_spin:R:1
Fe 0.480 -0.660 0.768 3.6138
C -1.066 2.089 0.556 -0.0162
N -0.619 1.468 1.814 0.1069
C -0.206 2.497 2.767 -0.0036
C -1.612 0.652 2.475 -0.0482
C -2.871 1.157 2.761 -0.0007
C -3.784 0.426 3.501 0.0045
C -3.430 -0.834 3.959 0.0023
C -2.180 -1.353 3.685 -0.0041
C -1.225 -0.617 2.967 0.0081
N 0.050 -1.129 2.699 -0.0141
C 0.768 -1.793 3.650 0.0818
C 0.511 -1.719 5.033 0.0172
C 1.290 -2.401 5.948 -0.0031
C 2.346 -3.195 5.521 0.0098
C 2.639 -3.249 4.166 -0.0049
C 1.900 -2.526 3.242 0.0181
N 2.229 -2.509 1.843 -0.0328
C 3.660 -2.620 1.588 0.0116
C 1.497 -3.553 1.115 0.0386
H -1.694 1.391 0.006 0.0083
H -0.188 2.347 -0.047 -0.0215
H -1.636 3.012 0.726 0.0017
H -1.058 3.123 3.060 0.0018
H 0.198 2.025 3.660 -0.0012
H 0.553 3.136 2.329 0.0014
H -3.138 2.145 2.402 0.0014
H -4.764 0.832 3.716 -0.0001
H -4.133 -1.415 4.543 0.0004
H -1.909 -2.339 4.040 0.0005
H -0.303 -1.096 5.379 0.0007
H 1.074 -2.319 7.006 -0.0003
H 2.930 -3.764 6.232 0.0006
H 3.456 -3.874 3.826 0.0001
H 4.035 -3.646 1.698 0.0017
H 3.860 -2.298 0.569 0.0069
H 4.209 -1.973 2.271 -0.0013
H 1.716 -4.551 1.518 0.0066
H 0.421 -3.375 1.185 -0.0053
H 1.803 -3.527 0.071 -0.0061
C 4.594 -1.039 -1.977 0.0049
P 2.830 -0.807 -1.433 0.0831
C 2.719 1.036 -1.575 -0.0312
N 1.979 1.621 -2.478 0.0050
C 1.848 2.970 -2.421 -0.0023
C 1.053 3.636 -3.378 -0.0003
C 0.877 4.988 -3.284 0.0002
C 1.487 5.727 -2.248 -0.0003
C 2.284 5.109 -1.325 0.0002
C 2.491 3.715 -1.403 0.0017
N 3.331 3.104 -0.530 0.0012
C 3.449 1.805 -0.595 -0.0043
P 4.812 0.926 0.333 0.0153
C 6.135 1.963 -0.444 0.0000
C 4.799 1.519 2.110 -0.0009
C 6.199 1.223 2.655 0.0001
C 4.453 2.983 2.363 0.0006
C 3.800 0.573 2.780 -0.0080
C 2.018 -1.484 -2.997 -0.0030
C 2.112 -3.015 -2.944 0.0064
C 2.657 -0.974 -4.293 -0.0005
C 0.543 -1.117 -2.967 0.0169
H 4.859 -0.282 -2.714 0.0002
H 4.696 -2.026 -2.425 -0.0005
H 5.277 -0.973 -1.134 -0.0003
H 0.593 3.045 -4.159 0.0000
H 0.258 5.506 -4.005 0.0000
H 1.321 6.795 -2.192 0.0000
H 2.777 5.658 -0.534 0.0000
H 5.963 3.021 -0.249 0.0001
H 6.095 1.796 -1.522 0.0000
H 7.118 1.659 -0.088 0.0000
H 6.943 1.902 2.236 -0.0001
H 6.497 0.198 2.421 0.0000
H 6.210 1.339 3.741 0.0001
H 3.417 3.201 2.126 0.0000
H 4.624 3.214 3.420 0.0000
H 5.077 3.648 1.767 0.0000
H 4.154 -0.459 2.724 -0.0012
H 2.826 0.606 2.289 0.0336
H 3.671 0.828 3.831 0.0010
H 3.117 -3.378 -2.714 0.0007
H 1.828 -3.430 -3.913 -0.0002
H 1.422 -3.412 -2.201 -0.0019
H 3.657 -1.382 -4.446 0.0000
H 2.705 0.112 -4.305 -0.0005
H 2.039 -1.289 -5.138 0.0003
H 0.071 -1.407 -2.027 0.0012
H 0.040 -1.645 -3.773 0.0014
H 0.384 -0.052 -3.098 0.0008
C -4.893 -1.167 1.369 -0.0006
C -4.345 -2.221 0.409 0.0018
C -5.466 -3.143 -0.061 -0.0008
C -3.239 -3.033 1.084 -0.0039
O -3.829 -1.591 -0.761 -0.0016
Si -2.614 -0.506 -0.990 0.0469
O -1.253 -0.830 -0.239 0.0228
O -3.048 0.991 -0.431 0.0090
C -3.871 2.041 -0.924 0.0011
C -3.873 3.140 0.136 -0.0005
C -3.295 2.593 -2.231 0.0000
C -5.307 1.554 -1.134 0.0003
O -2.488 -0.452 -2.630 0.0062
C -3.089 -1.183 -3.704 0.0013
C -4.592 -0.903 -3.778 0.0003
C -2.887 -2.691 -3.527 -0.0004
C -2.424 -0.679 -4.985 0.0002
H -5.183 -1.616 2.320 0.0001
H -5.763 -0.679 0.928 -0.0002
H -4.127 -0.412 1.552 -0.0003
H -5.900 -3.680 0.783 0.0001
H -5.080 -3.868 -0.779 0.0001
H -6.250 -2.562 -0.550 0.0001
H -3.595 -3.486 2.010 0.0004
H -2.392 -2.380 1.300 0.0175
H -2.900 -3.822 0.409 -0.0009
H -2.879 3.578 0.243 -0.0005
H -4.176 2.723 1.097 0.0002
H -4.572 3.928 -0.148 0.0002
H -2.275 2.945 -2.061 0.0000
H -3.900 3.419 -2.605 0.0001
H -3.255 1.800 -2.974 0.0000
H -5.776 1.355 -0.170 0.0001
H -5.306 0.630 -1.708 -0.0001
H -5.893 2.305 -1.665 0.0000
H -5.065 -1.236 -2.855 0.0002
H -5.037 -1.441 -4.616 0.0001
H -4.773 0.165 -3.912 0.0000
H -3.402 -3.009 -2.621 0.0002
H -1.833 -2.930 -3.417 0.0003
H -3.292 -3.234 -4.382 0.0000
H -2.626 0.387 -5.104 0.0000
H -2.807 -1.211 -5.857 0.0000
H -1.346 -0.812 -4.933 -0.0003
```

strongest force on any atom: 0.056 hartree/bohr
orbital gap (spin up / spin down): 0.218 / 0.218 Eh
total energy: -4608.61743 a.u.
HOMO energy (spin up / spin down): -6.56 / -6.56 eV
spin multiplicity: 5